Molecular formula: C22H18FN7
Method: DFT, wB97M-V/def2-TZVPD

XYZ file:
```
48
Properties=species:S:1:pos:R:3:lowdin_charge:R:1
C -3.747 3.919 -0.393 -0.036
C -2.509 3.535 0.357 -0.332
N -2.159 2.261 0.319 0.146
C -1.062 1.859 0.969 -0.208
C -0.288 2.735 1.729 -0.018
C -0.656 4.069 1.769 -0.050
C -1.773 4.484 1.065 -0.029
H -2.082 5.518 1.069 0.111
H -0.079 4.775 2.347 0.111
H 0.560 2.374 2.287 0.107
C -0.793 0.439 0.865 -0.125
C 0.282 -0.400 1.126 -0.182
N -0.105 -1.695 0.949 0.180
C -1.357 -1.671 0.571 -0.314
N -1.815 -0.401 0.497 0.168
H -2.723 -0.056 0.228 0.153
C -2.162 -2.883 0.221 -0.123
N -1.450 -3.783 -0.656 0.031
C -1.015 -3.374 -1.901 -0.208
C -1.560 -2.304 -2.611 -0.027
C -1.123 -2.002 -3.889 -0.096
C -0.133 -2.750 -4.499 -0.100
C 0.429 -3.818 -3.817 -0.017
C -0.014 -4.108 -2.548 -0.209
F 0.543 -5.152 -1.876 0.053
H 1.207 -4.423 -4.255 0.117
H 0.204 -2.508 -5.494 0.099
H -1.564 -1.166 -4.411 0.101
H -2.333 -1.699 -2.165 0.099
H -0.776 -4.365 -0.178 0.130
H -2.406 -3.440 1.130 0.129
H -3.101 -2.579 -0.252 0.119
C 1.666 -0.109 1.469 -0.145
C 2.308 1.002 0.982 0.016
N 3.592 1.210 1.320 -0.062
N 4.369 2.231 0.965 0.091
C 5.520 1.960 1.558 -0.217
N 5.544 0.833 2.272 0.112
C 4.318 0.343 2.126 -0.287
C 3.689 -0.812 2.604 0.015
C 2.383 -1.030 2.274 -0.008
H 1.861 -1.911 2.611 0.111
H 4.255 -1.496 3.215 0.115
H 6.369 2.607 1.466 0.101
H 1.855 1.724 0.322 0.140
H -3.526 4.715 -1.103 0.081
H -4.506 4.284 0.297 0.081
H -4.137 3.059 -0.929 0.073
```

The energy relative to the best compared isomer or geometry (same formula, charge and spin) comes out at 0.000 eV. The HOMO-LUMO gap comes out at 8.18 eV. For the electronic energy, the calculation gives -1332.3574 hartree. Its spin multiplicity is 1.

---

Molecular formula: C4H4N2
Method: DFT, wB97M-V/def2-TZVPD

XYZ file:
```
10
Properties=species:S:1:pos:R:3:lowdin_charge:R:1
C -0.973 -1.064 0.755 0.081
C -1.865 -0.112 0.435 -0.025
C -0.146 -0.192 -0.257 -0.489
C 1.244 0.084 0.300 -0.043
N -1.968 0.908 -0.430 0.019
N -0.827 0.909 -0.925 0.057
H -0.161 -0.759 -1.142 0.133
H 1.643 -0.933 0.605 0.102
H 1.253 0.697 1.205 0.088
H 1.799 0.463 -0.547 0.076
```

The energy relative to the best compared isomer or geometry (same formula, charge and spin) comes out at 6.754 eV. The HOMO-LUMO gap comes out at 9.67 eV. For the electronic energy, the calculation gives -264.0782 hartree. Its spin multiplicity is 1.

---

Molecular formula: C33H39BF32N4O7PS
Method: DFT, wB97M-V/def2-TZVPD

XYZ file:
```
118
Properties=species:S:1:pos:R:3:lowdin_charge:R:1
C -2.661 -3.103 0.024 -0.019
C -2.546 -2.475 -1.440 -0.388
O -3.616 -2.245 -2.055 0.046
N -1.246 -2.193 -2.134 -0.107
C -1.000 -3.472 -2.919 -0.067
C -0.200 -1.995 -1.083 -0.222
C 1.207 -1.463 -1.635 -0.140
C 2.296 -2.653 -1.881 -0.181
C 3.280 -2.863 -0.625 -0.118
C 2.500 -3.184 0.741 -0.070
C 1.577 -4.375 1.115 -0.278
P 1.231 -5.751 -0.126 0.905
C 1.004 -7.319 0.964 -0.281
C 2.729 -6.145 -1.209 -0.308
N 1.039 -4.229 2.470 0.136
C 1.623 -3.009 2.961 0.003
B 1.523 -2.234 4.385 -0.409
O 0.335 -1.676 4.965 0.112
O 2.775 -2.087 5.118 0.081
N 2.474 -2.412 1.979 -0.079
N 3.259 -1.259 2.003 0.072
C 4.466 -1.634 2.412 -0.542
S 5.853 -1.978 3.254 0.817
H -3.690 -3.526 0.257 0.078
H -2.394 -2.373 0.869 0.088
H -1.925 -3.990 0.148 0.082
H -0.342 -4.219 -2.351 0.054
H -0.633 -3.272 -3.981 0.103
H -2.029 -3.987 -3.034 0.108
H -0.582 -1.273 -0.279 0.131
H -0.012 -3.011 -0.593 0.066
H 1.073 -0.838 -2.580 0.123
H 1.703 -0.771 -0.859 0.110
H 2.918 -2.447 -2.822 0.118
H 1.701 -3.616 -2.029 0.054
H 3.976 -3.760 -0.835 0.111
H 3.974 -1.969 -0.453 0.112
H 1.095 -7.017 2.071 0.036
H -0.043 -7.731 0.797 0.046
H 1.836 -8.055 0.682 0.054
H 3.695 -6.168 -0.584 0.062
H 2.880 -5.442 -2.094 0.041
H 2.555 -7.202 -1.643 0.070
H 0.394 -4.832 2.992 0.168
H 0.176 -0.754 4.641 0.132
H 2.912 -1.112 5.142 0.118
C 7.795 0.225 -3.971 -0.035
C 6.400 -0.419 -3.823 -0.432
C 5.307 0.475 -3.237 -0.288
F 5.588 0.890 -1.988 0.083
F 4.134 -0.208 -3.155 0.078
F 6.518 -1.572 -3.117 0.118
F 6.001 -0.788 -5.075 0.110
O 8.752 -0.042 -2.934 0.041
C 8.703 0.770 -1.780 -0.500
C 8.342 -0.020 -0.517 -0.266
F 7.144 -0.637 -0.636 0.078
F 8.252 0.804 0.558 0.088
F 7.887 1.819 -2.000 0.122
F 9.944 1.289 -1.642 0.156
H 8.241 -0.228 -4.861 0.153
H 7.738 1.291 -4.204 0.149
H 5.136 1.354 -3.867 0.182
H 9.094 -0.784 -0.307 0.179
C -6.542 -0.454 3.493 -0.040
C -7.930 0.061 3.058 -0.428
C -9.037 -0.991 2.971 -0.299
F -8.770 -1.956 2.072 0.097
F -10.201 -0.416 2.576 0.095
F -7.802 0.735 1.890 0.117
F -8.315 0.988 3.984 0.110
O -5.590 -0.726 2.453 0.034
C -5.655 -1.988 1.825 -0.490
C -6.019 -1.894 0.338 -0.281
F -7.208 -1.283 0.153 0.103
F -6.124 -3.129 -0.209 0.098
F -6.478 -2.795 2.521 0.139
F -4.414 -2.528 1.949 0.091
H -6.084 0.362 4.059 0.149
H -6.609 -1.279 4.207 0.145
H -9.212 -1.460 3.944 0.176
H -5.262 -1.331 -0.215 0.165
C -10.160 3.422 -1.737 -0.041
C -8.771 2.750 -1.768 -0.431
C -7.956 2.827 -0.476 -0.305
F -7.677 4.092 -0.112 0.095
F -6.759 2.205 -0.633 0.088
F -8.069 3.241 -2.818 0.127
F -8.979 1.428 -2.044 0.105
O -10.260 4.747 -2.280 0.034
C -9.926 5.825 -1.430 -0.505
C -8.699 6.604 -1.918 -0.276
F -7.611 5.810 -2.021 0.094
F -8.380 7.594 -1.049 0.097
F -9.803 5.382 -0.165 0.136
F -11.003 6.645 -1.432 0.144
H -10.797 2.823 -2.394 0.149
H -10.634 3.351 -0.755 0.145
H -8.480 2.334 0.348 0.157
H -8.885 7.048 -2.899 0.176
C 5.480 4.079 1.589 -0.045
C 5.475 4.260 0.056 -0.429
C 6.847 4.310 -0.619 -0.305
F 7.601 5.337 -0.190 0.103
F 6.708 4.475 -1.961 0.092
F 4.739 5.353 -0.254 0.133
F 4.798 3.192 -0.465 0.093
O 5.336 5.260 2.390 0.033
C 6.505 6.007 2.663 -0.503
C 6.466 7.411 2.049 -0.276
F 6.311 7.366 0.709 0.097
F 7.624 8.072 2.288 0.102
F 7.589 5.298 2.296 0.137
F 6.571 6.111 4.011 0.144
H 4.585 3.495 1.824 0.145
H 6.312 3.457 1.931 0.142
H 7.399 3.380 -0.456 0.150
H 5.640 7.994 2.464 0.177
```

The HOMO-LUMO gap comes out at 6.85 eV. For the electronic energy, the calculation gives -5986.2820 hartree. Its spin multiplicity is 1. Its net charge is +1.

---

Molecular formula: CH3O3PS
Method: DFT, wB97M-V/def2-TZVPD

XYZ file:
```
9
Properties=species:S:1:pos:R:3:lowdin_charge:R:1
C 0.056 0.033 0.249 -0.987
O -1.327 -0.227 -0.092 -0.076
O 0.812 -1.041 0.068 0.049
O 0.149 0.385 1.576 -0.011
P 0.077 1.419 -1.081 0.635
S 1.038 0.548 -2.602 0.139
H -1.753 0.440 0.478 0.092
H 1.094 -1.167 -0.787 -0.016
H -0.145 -0.391 2.192 0.175
```

The energy relative to the best compared isomer or geometry (same formula, charge and spin) comes out at 1.642 eV. The HOMO-LUMO gap comes out at 7.82 eV. For the electronic energy, the calculation gives -1005.1378 hartree. Its spin multiplicity is 1.